# 1
74
Properties=species:S:1:pos:R:3:forces:R:3:mulliken_charge:R:1 method="wB97M-V/def2-TZVPD" charge=-2 homo_ev="1.82 / 1.82" energy_ev=-88603.576 fmax_ev_per_a=7.33
H -0.9007 5.0300 3.5219 -0.537 0.285 -0.041 0.31
H 0.8873 1.1578 3.1776 -0.057 -0.440 -0.225 0.16
C 0.7415 -4.9824 -5.7386 -0.100 0.151 0.088 -1.47
C 0.1512 -2.0133 0.2177 -0.442 1.068 0.740 0.67
H 3.2841 -0.6860 0.9592 0.018 -0.110 -0.092 0.36
C -0.8670 0.6448 -2.4135 1.292 3.434 -4.038 -0.41
C 0.3423 -3.0378 -0.8364 0.012 -0.294 -0.411 -1.19
H -1.4086 1.2950 0.8325 0.855 -0.618 0.864 -0.28
H -2.7182 -0.6342 2.8126 -0.160 -0.329 0.241 0.40
C -0.7364 -0.9541 2.0658 1.233 -0.678 -0.278 0.31
Zn 0.3884 0.4491 -0.5685 -1.785 0.391 1.733 1.93
N -1.5215 1.8530 -2.7523 0.086 -1.552 7.122 -0.57
N -1.3422 -0.1508 -3.4983 -0.205 -0.625 0.759 0.65
H 1.4100 -0.3296 4.0052 0.261 0.139 0.075 0.41
N 2.1138 1.6615 -0.3044 1.663 0.467 -0.339 0.19
H 3.3481 1.1791 -1.9079 -0.116 -0.618 -0.661 0.11
C -1.6995 -0.2739 2.9704 -0.643 -0.277 0.835 -1.42
H 1.6965 -0.2822 -2.7731 -0.295 -0.093 -0.548 -0.35
H -2.4604 -2.6530 -0.4040 -0.058 0.054 0.147 0.16
C -0.3407 5.1336 0.1633 -0.109 -1.189 -0.772 -0.58
H 2.2002 -2.7978 -4.9451 -1.208 0.226 0.287 0.19
C -0.5354 3.7475 -0.0824 0.395 1.656 1.890 -0.13
H -3.1974 -2.1809 -2.7258 0.215 0.090 -0.359 0.21
H 2.5152 -0.5419 -4.3123 -0.115 -0.093 -0.051 0.51
H 1.1853 0.6139 -4.2196 -0.188 -0.215 0.221 0.37
H -1.7105 0.8398 2.8072 0.267 -1.019 0.148 0.07
H -0.1123 6.6405 1.7422 -0.072 -0.571 -0.143 0.28
C 0.5980 -1.4899 -4.2226 -0.197 0.780 0.409 1.62
C -2.3752 -2.3747 0.6560 -0.362 -0.246 -0.068 -1.79
C 0.2150 -3.7420 -5.0838 -0.343 1.304 0.528 1.05
H 1.2615 -2.8513 -1.4102 -0.197 -0.112 0.003 0.14
H 0.7992 -4.8372 -6.8245 0.057 -0.179 0.103 0.26
H -1.8655 -4.4497 -5.0549 0.773 1.106 0.440 0.15
H 2.9055 -1.8340 -0.3506 0.092 0.049 0.080 0.33
H 2.9754 -2.3935 1.3379 0.206 0.097 -0.195 0.32
N 3.1895 1.8097 -1.1672 -0.431 1.971 2.440 -0.26
C 1.2238 -1.2781 0.8756 -1.126 -0.192 0.799 -0.01
H 1.7414 -5.2011 -5.3529 -0.116 -0.194 -0.146 0.37
C -1.1718 -3.5909 -4.8085 1.091 -0.544 -0.547 -1.22
H -3.5950 -3.2944 -4.0520 0.318 0.072 0.172 0.37
C -0.4888 1.4999 1.5810 -0.458 3.504 -6.424 -0.86
C -1.0471 -1.7970 0.9627 1.552 0.720 0.124 0.82
H 4.8766 3.1153 -1.2758 0.351 0.120 -0.289 0.48
C 3.9922 2.8354 -0.7503 -1.422 -0.346 1.011 -0.33
C -2.5942 0.3592 -3.8541 -2.377 -0.083 -0.220 -0.15
C 1.5259 -0.3648 -3.8645 1.110 0.159 0.064 -1.32
C -2.8096 1.4331 -3.0354 1.516 0.745 -2.687 -1.27
C -0.6480 2.9580 1.1501 -1.561 -3.770 -2.048 -0.03
C 0.6732 -0.7039 2.0707 -1.066 -0.746 -1.086 1.17
H 1.5518 2.6707 1.4727 0.234 -0.341 -0.498 0.49
C -1.6498 -2.4065 -4.2470 -0.103 -0.254 0.032 1.48
H 2.4122 0.3707 2.7100 -0.012 -0.073 0.092 0.28
H -3.6677 -1.5677 -4.3129 0.249 -0.528 0.308 0.27
H -1.3893 -0.4470 4.0101 -0.297 -0.027 0.149 0.30
H -3.2435 0.1167 -4.7070 0.721 -0.454 0.705 0.61
C 2.6718 -1.5550 0.6858 0.339 -0.176 0.039 -1.89
C 1.3781 0.1831 3.0285 0.588 -0.348 0.874 -1.37
H 3.7560 4.1772 1.0254 -0.020 -0.166 -0.215 0.36
C -3.0844 -2.3466 -3.8098 -1.078 -0.646 -0.202 -1.73
H -2.5213 -3.2917 1.2504 -0.246 0.035 -0.140 0.30
H 0.4182 -4.0572 -0.4113 0.020 0.107 -0.119 0.23
H -3.1919 -1.6814 0.9023 0.113 -0.157 -0.105 0.35
C 2.2828 2.5844 0.6668 -0.752 -0.987 -1.016 -0.49
C -0.8685 4.7194 2.4764 0.042 1.510 -0.922 -0.53
C -0.3967 5.6070 1.4788 0.382 0.270 1.185 -0.38
C -0.7848 -1.3219 -3.9928 -0.232 -1.600 -0.214 -0.10
C 3.4016 3.3523 0.4184 1.640 0.002 -1.031 -0.97
H -0.6400 3.3366 -1.0797 0.372 -0.306 0.101 0.40
N -1.2749 3.4922 2.1843 0.532 2.280 2.903 -0.39
C 1.0992 -2.6728 -4.7500 -0.506 -1.211 -0.519 -1.07
H -0.0767 5.8347 -0.6453 -0.310 -0.366 0.205 0.31
H -3.6920 1.9269 -2.6087 0.283 0.221 -1.155 0.36
H 0.0566 -5.8058 -5.5230 0.238 -0.145 -0.130 0.37
H -0.4970 -3.0443 -1.5473 0.190 -0.097 0.021 0.11

=====

# 2
16
Properties=species:S:1:pos:R:3:forces:R:3:mulliken_charge:R:1 method="wB97M-V/def2-TZVPD" smiles="CCC(=O)CC" homo_ev=-9.56 energy_ev=-7394.749 fmax_ev_per_a=0.47
H 1.5102 0.6360 2.2718 -0.102 0.121 -0.045 0.32
H 1.2096 2.3820 2.1639 -0.091 -0.138 -0.022 0.36
C -0.0546 -0.5960 -1.2360 -0.001 -0.019 -0.021 -0.38
H 1.1701 1.4833 -0.1467 -0.109 -0.084 0.075 0.33
C -0.9247 -1.7980 -1.5746 -0.041 -0.058 -0.005 -1.17
H -0.7015 -2.1752 -2.5772 -0.029 0.064 0.141 0.35
H -0.4665 1.9233 0.2895 0.095 -0.078 0.006 0.27
H -1.9852 -1.5299 -1.5386 0.135 -0.049 0.009 0.31
C 0.7700 1.3939 1.9948 -0.005 0.014 0.058 -1.17
C -0.1591 -0.1633 0.2164 -0.067 -0.135 0.167 0.50
O -0.6056 -0.8949 1.0751 0.159 0.296 -0.333 -0.58
H 1.0098 -0.8244 -1.4002 -0.134 0.039 0.023 0.29
H -0.2716 0.2608 -1.8876 0.026 -0.088 0.130 0.32
C 0.3507 1.2306 0.5385 0.057 0.011 0.013 -0.31
H -0.0869 1.2728 2.6612 0.118 0.000 -0.076 0.28
H -0.7648 -2.6009 -0.8505 -0.012 0.103 -0.119 0.29

=====

# 3
42
Properties=species:S:1:pos:R:3:forces:R:3:mulliken_charge:R:1 method="wB97M-V/def2-TZVPD" charge=+1 homo_ev=-9.70 energy_ev=-19500.267 fmax_ev_per_a=1.24
H 4.5088 -1.2508 2.7277 -0.255 0.072 -0.175 0.31
H -3.3798 0.8510 -1.9054 -0.107 -0.002 0.120 0.37
C -1.9246 -1.8310 1.6719 0.034 0.239 0.009 -0.83
H 0.2559 -1.1127 -2.5374 0.026 -0.082 0.022 0.35
H -3.6765 -0.6159 2.1331 0.270 0.031 -0.072 0.37
H -2.3523 -0.4419 3.2665 0.070 0.006 -0.154 0.31
C -2.5191 0.8580 -2.5568 -0.128 0.023 0.048 -0.16
C -0.5694 0.6563 1.2588 0.097 -0.149 -0.051 -0.75
C -0.3925 -1.7619 1.8063 0.023 -0.385 0.119 -0.47
H -3.3813 2.4813 -3.5515 -0.114 0.078 -0.019 0.35
H -0.0884 1.5760 0.9737 0.062 0.313 0.082 0.33
H 2.0837 1.7071 1.0046 0.092 -0.047 0.050 0.31
H 0.1775 1.7242 -5.6087 0.082 0.053 -0.102 0.34
H 4.3080 1.1030 2.6796 -0.240 -0.112 -0.172 0.31
C -2.5250 1.8232 -3.5460 -0.126 0.092 0.033 -0.36
H 1.9600 1.3285 2.7215 0.012 0.187 0.083 0.35
H -2.3220 -2.7131 2.1962 0.240 0.253 -0.111 0.37
C -1.5510 -0.0901 -2.2834 -0.046 -0.134 0.187 0.20
C -0.3616 -0.3248 -2.9466 0.176 -0.094 0.097 -0.19
H -2.5419 0.7408 0.4574 -0.237 0.025 -0.060 -0.21
H 4.4782 -1.2822 0.9761 -0.163 0.118 0.138 0.24
C -2.0561 0.6836 1.4398 -0.261 -0.227 0.177 -0.17
N 1.6150 -0.3158 1.4708 0.561 -0.378 -0.403 0.02
C -1.5809 2.0566 -4.5282 0.010 0.178 -0.097 -0.26
C -2.5810 -0.5491 2.1982 0.005 0.042 -0.004 -0.84
H -1.7507 -0.7318 -1.4390 0.001 -0.072 0.187 0.18
C -0.4007 1.3773 -4.7653 0.051 0.067 -0.135 -0.27
H -2.3476 1.6034 1.9689 0.047 -0.232 -0.125 0.40
H 1.0895 -0.0492 -4.4266 0.128 -0.036 -0.036 0.35
H 0.0758 -2.5221 1.1693 -0.084 0.007 0.108 0.33
H 2.3599 -2.2904 1.2025 0.083 0.071 0.065 0.31
C 2.5001 -1.4376 1.8727 -0.777 0.145 0.115 -0.68
C 2.3241 0.9547 1.7602 -0.737 -0.344 -0.028 -0.77
H -1.7922 2.8810 -5.1954 -0.029 0.034 -0.082 0.34
C 3.8276 0.6359 1.8113 -0.001 -0.009 -0.139 -0.53
C 3.9409 -0.9066 1.8548 -0.019 -0.008 -0.139 -0.54
H 2.2084 -1.7610 2.8757 0.202 -0.161 0.125 0.31
C 0.1428 0.3195 -4.0605 0.135 -0.082 -0.044 -0.30
H -2.1951 -1.9706 0.6173 0.012 0.060 -0.007 0.19
H -0.1082 -2.0181 2.8330 -0.001 -0.027 -0.041 0.38
H 4.3389 1.0376 0.9284 -0.146 -0.123 0.159 0.26
C 0.2031 -0.4224 1.4745 1.050 0.606 0.272 0.76

=====

# 4
56
Properties=species:S:1:pos:R:3:forces:R:3:mulliken_charge:R:1 method="wB97M-V/def2-TZVPD" charge=-1 homo_ev=-3.08 energy_ev=-59173.627 fmax_ev_per_a=0.30
C 6.6042 1.8974 -0.1306 -0.003 -0.004 0.012 -0.44
H 3.8486 -3.0431 1.1386 -0.007 -0.012 0.002 0.42
H -1.2585 -0.8453 4.0618 0.007 0.006 -0.015 0.45
C -3.0703 -1.9600 4.3563 0.031 0.024 0.010 -0.70
N -3.4435 2.7344 0.4174 0.072 -0.030 0.058 -0.42
C -1.2587 0.2661 -3.1647 0.039 0.057 0.127 0.34
S -0.9259 2.9452 -0.3045 0.042 0.068 -0.004 -0.48
H 4.6196 1.7096 -2.8901 -0.002 -0.001 0.004 0.34
N -1.1172 0.1989 0.7575 -0.068 0.057 -0.008 0.93
C -1.0268 1.4911 -3.8349 0.007 0.027 -0.011 -0.34
C 2.4779 -1.5389 0.4702 -0.108 -0.081 0.044 -0.15
C 4.2996 1.4615 0.4666 0.083 0.024 0.087 0.10
H 6.9543 2.0884 -2.2431 0.009 -0.001 0.007 0.31
C 6.2128 1.9090 -1.4699 -0.011 -0.001 -0.004 -0.32
C 1.8727 -3.2889 1.9663 -0.115 -0.043 0.074 -0.54
H -0.1732 -3.2176 2.6405 -0.022 0.015 0.004 0.43
C -2.5198 0.1449 -2.5317 0.005 -0.004 0.016 -0.12
C -2.2549 2.0742 0.3526 -0.240 -0.013 -0.013 0.34
C -3.1256 -2.2138 1.5964 0.012 0.005 0.002 0.00
C -1.0005 -0.9207 1.3751 0.136 -0.249 0.093 -0.06
C -2.0836 -1.5203 2.2030 -0.025 0.072 -0.047 -0.49
C 5.6196 1.6720 0.8278 -0.012 -0.005 -0.061 -0.55
H -4.2520 2.1749 0.6343 -0.002 -0.001 -0.005 0.26
H -0.5537 -1.6941 -2.6698 0.004 -0.001 -0.012 0.29
C -3.4593 1.1552 -2.5544 0.037 -0.025 -0.037 -0.51
C 4.8999 1.6976 -1.8423 -0.028 -0.008 -0.073 -0.51
C 2.8354 -2.6709 1.1931 0.105 0.067 -0.083 -0.88
C -3.1762 2.3408 -3.2145 -0.066 0.027 0.002 0.34
H 7.6357 2.0659 0.1529 0.000 0.000 0.001 0.35
H -3.0481 -1.8510 5.4334 -0.007 -0.006 0.001 0.38
C 0.5905 -2.7575 2.0311 0.150 -0.011 -0.041 -0.68
C 0.3145 -1.6089 1.3002 -0.141 0.092 0.005 0.41
N -2.3009 0.8482 0.8604 0.194 -0.003 -0.056 -1.16
H -1.7472 3.4432 -4.3614 0.000 -0.001 -0.003 0.40
N 1.2449 -1.0421 0.5162 -0.040 0.027 -0.027 0.07
C 3.8614 1.4571 -0.8939 0.007 -0.069 0.034 -0.08
H 3.5529 1.3171 1.2422 -0.044 -0.011 -0.048 0.31
Y 0.6221 0.7507 -1.0632 0.131 0.198 -0.140 0.97
N 2.5889 1.2141 -1.2318 -0.175 0.042 0.122 -0.79
H -4.8904 -3.0965 4.3468 0.003 0.003 0.005 0.38
C -4.1038 -2.6556 3.7473 -0.030 -0.022 -0.017 -0.34
C -4.1307 -2.7810 2.3644 0.026 0.015 -0.008 -0.71
H -4.9381 -3.3162 1.8808 -0.008 -0.004 0.013 0.39
C -2.0624 -1.3947 3.5867 -0.048 -0.030 0.032 0.16
H 0.5616 -0.7277 -3.7265 0.010 0.007 0.016 0.35
H 5.8828 1.6679 1.8817 0.013 0.002 0.000 0.32
C -1.9668 2.5090 -3.8613 0.020 -0.021 0.014 -0.63
H -4.4053 1.0332 -2.0422 -0.002 0.004 -0.009 0.39
C -0.2108 -0.7011 -2.9604 0.013 -0.157 -0.045 -1.48
H 3.1690 -0.9946 -0.1645 0.012 -0.007 0.003 0.51
Cl -4.3513 3.6434 -3.1868 0.021 -0.015 0.004 -0.27
H -0.0745 1.6424 -4.3329 -0.001 -0.011 -0.002 0.34
H -3.5597 3.5294 -0.1864 0.007 0.015 -0.011 0.25
H -2.7431 -0.7680 -1.9892 -0.002 -0.001 -0.006 0.26
H 2.1116 -4.1807 2.5328 0.014 0.003 -0.004 0.41
H -3.1479 -2.2934 0.5165 -0.004 -0.005 0.001 0.43

=====

# 5
13
Properties=species:S:1:pos:R:3:forces:R:3:mulliken_charge:R:1 method="wB97M-V/def2-TZVPD" homo_ev="-7.01 / -7.34" energy_ev=-8805.790 fmax_ev_per_a=0.98
H -2.2953 -0.7627 -0.7001 0.172 0.013 0.083 0.25
O -0.2919 1.3198 0.4783 -0.879 0.256 0.110 -0.57
O 2.1077 0.3540 0.8278 -0.206 -0.131 -0.029 -0.42
H -0.7343 -2.3510 -0.1141 0.671 0.684 -0.184 0.33
H -2.0791 1.5097 -0.4991 -0.099 -0.031 0.129 0.38
H 1.4549 1.2177 -0.9392 -0.391 -0.734 0.214 0.28
C -0.4142 -1.3042 0.0811 -0.248 -0.194 0.337 -0.71
H 1.7478 1.1229 1.3000 -0.045 -0.217 -0.227 0.36
H 0.0647 -1.1853 1.0520 -0.158 0.101 -0.119 0.27
C 1.5151 0.2703 -0.3789 0.353 -0.210 -0.321 -0.44
N -1.5115 -0.4483 -0.1450 0.308 0.143 -0.138 -0.09
H 1.7565 -0.6143 -0.9309 0.509 -0.103 -0.048 0.41
C -1.3204 0.8714 -0.0320 0.014 0.423 0.194 -0.05